Record 1
Computed, not measured: 11 unconnected molecules or ions with the total composition C27H76O11 in a non-equilibrium geometry, with wB97M-V/def2-TZVPD.

Its total charge is 0. The energy above the lowest of the compared OMol25 structures with the same formula, charge and spin comes out at 213.7 kJ/mol. As for the spin multiplicity: 1. The calculation puts the HOMO energy at -9.990 eV. The value obtained for the HOMO-LUMO gap is 10.3 eV. The SMILES is CC(C)O.CC(C)O.CC(C)O.CC(C)O.CC(C)O.CC(C)O.CC(C)O.CC(C)O.CO.CO.CO.

CARTESIAN COORDINATES (ANGSTROEM)
C: 3.9563 0.2763 2.3029
C: 4.4742 -0.3072 3.6389
C: 3.7322 -1.6165 3.9183
O: 5.8642 -0.4739 3.5382
H: 4.1036 1.3625 2.3490
H: 2.8619 0.2617 2.2379
H: 4.4117 -0.1652 1.4202
H: 4.1879 0.4293 4.3872
H: 3.9283 -1.9902 4.9280
H: 3.9294 -2.4630 3.2592
H: 2.6507 -1.4822 3.8391
H: 6.1068 -1.0184 2.7851
C: -0.6447 -2.0326 -4.3155
C: 0.5937 -1.2463 -3.9423
C: 1.8030 -1.5763 -4.8149
O: 0.3110 0.1258 -3.7833
H: -0.3895 -3.0830 -4.4630
H: -1.0927 -1.7043 -5.2621
H: -1.4550 -1.8794 -3.6021
H: 0.9285 -1.6386 -2.9744
H: 2.2331 -2.5626 -4.6151
H: 2.6464 -0.9471 -4.5150
H: 1.5906 -1.5536 -5.8854
H: 0.1323 0.5571 -4.6271
C: 1.3068 3.8889 2.6257
C: 1.3028 4.3742 4.0855
C: 2.0391 3.3971 4.9842
O: 1.9934 5.6343 4.1408
H: 0.8233 2.9042 2.6138
H: 2.3399 3.7029 2.3268
H: 0.7689 4.5174 1.9211
H: 0.2890 4.5295 4.4509
H: 3.0842 3.2320 4.7013
H: 1.6105 2.3907 4.9739
H: 2.0181 3.7924 6.0000
H: 2.9272 5.4204 4.0395
C: -4.2535 1.0822 -2.5424
C: -4.8854 -0.1987 -2.0376
C: -6.2941 -0.3924 -2.5842
O: -4.0880 -1.3117 -2.4259
H: -4.1062 1.0597 -3.6266
H: -3.2907 1.3546 -2.1136
H: -4.9742 1.8973 -2.4015
H: -4.9995 -0.1778 -0.9471
H: -6.9873 0.3919 -2.2850
H: -6.6572 -1.3715 -2.2755
H: -6.2526 -0.3575 -3.6772
H: -3.2590 -1.2650 -1.9311
C: 0.6255 5.5904 -4.0634
C: 0.2009 4.1562 -3.7249
C: -0.5782 4.1113 -2.4142
O: -0.6637 3.7311 -4.7878
H: 1.1903 6.0318 -3.2345
H: -0.2312 6.1922 -4.3437
H: 1.3959 5.5585 -4.8372
H: 1.0531 3.4804 -3.6991
H: -0.9919 3.1221 -2.1979
H: -1.5035 4.6919 -2.5262
H: -0.0297 4.5227 -1.5694
H: -1.5845 3.8136 -4.5301
C: 1.0695 -3.5393 -0.0358
C: -0.1584 -4.3547 0.2457
C: -0.7234 -4.8542 -1.1025
O: 0.1466 -5.4085 1.1557
H: 1.8114 -4.1721 -0.5242
H: 1.5520 -3.0976 0.8492
H: 0.9058 -2.5670 -0.5151
H: -0.9731 -3.7403 0.6371
H: 0.0495 -5.1371 -1.8236
H: -1.3290 -4.0485 -1.5204
H: -1.3403 -5.7491 -1.0075
H: 1.0742 -5.6244 1.0124
C: 4.6085 -3.4924 0.6987
C: 5.0548 -3.1598 -0.7208
C: 4.0116 -2.3874 -1.5062
O: 6.2058 -2.3237 -0.5569
H: 3.6668 -4.0398 0.6548
H: 4.4260 -2.5655 1.2396
H: 5.3001 -4.1244 1.2526
H: 5.2565 -4.1062 -1.2396
H: 3.6356 -1.5868 -0.8647
H: 3.1558 -3.0084 -1.7810
H: 4.4092 -2.0097 -2.4493
H: 6.5251 -2.0813 -1.4335
C: 0.6985 0.8806 -0.2211
C: -0.6985 0.3312 0.0621
C: -1.6369 1.3454 0.6582
O: -1.1937 -0.1553 -1.2049
H: 1.0353 1.3025 0.7348
H: 0.7547 1.6760 -0.9665
H: 1.4158 0.1092 -0.5090
H: -0.6052 -0.5280 0.7385
H: -1.1603 1.7505 1.5568
H: -2.5243 0.8386 1.0545
H: -2.0151 2.1171 -0.0096
H: -0.5451 0.0903 -1.8703
C: -4.8730 2.5943 2.4595
O: -5.0627 1.8398 1.2469
H: -5.1960 3.6216 2.2872
H: -5.4090 2.2059 3.3287
H: -3.8052 2.5841 2.6701
H: -5.8482 2.2090 0.8326
C: -0.8409 -1.7187 3.6303
O: -1.3512 -0.9954 4.7797
H: -1.1484 -1.0553 2.8118
H: 0.2283 -1.7301 3.8095
H: -1.2903 -2.6897 3.4174
H: -2.3144 -1.0092 4.7516
C: -5.2285 -1.5535 1.7245
O: -5.1236 -0.6369 2.8156
H: -4.4787 -1.2598 0.9827
H: -4.9919 -2.5416 2.1037
H: -6.2202 -1.4861 1.2755
H: -5.1140 0.2723 2.4931

=====

Record 2
Computed, not measured: a single C4H8N2 molecule in a non-equilibrium geometry, with wB97M-V/def2-TZVPD.

Its total charge is 0. The energy above the lowest of the compared OMol25 structures with the same formula, charge and spin comes out at 260.1 kJ/mol. As for the spin multiplicity: 1. The calculation puts the HOMO energy at -8.427 eV. The value obtained for the HOMO-LUMO gap is 9.5 eV. The SMILES is C=NN=C(C)C.

CARTESIAN COORDINATES (ANGSTROEM)
C: -2.6500 0.1100 -0.3945
C: 0.5071 -0.2733 0.1689
C: 1.6904 -1.2723 -0.0939
C: 0.8068 1.2529 0.3641
N: -1.8699 -0.3545 0.5284
N: -0.6676 -0.7124 0.2728
H: -3.5027 0.6054 -0.0638
H: -2.3582 0.0957 -1.4359
H: 2.3087 -1.2399 0.7784
H: 2.0791 -0.8276 -0.9551
H: 1.4139 -2.3239 -0.3192
H: 1.0994 1.8120 -0.5902
H: -0.2585 1.6803 0.5125
H: 1.4016 1.4477 1.2275